*A*
The following is a quantum chemistry calculation of C25H28N2O3 in the gas phase, from OMol25.

total charge	0
2S+1	1
SMILES string	COc1ccc(CCNC[C@@H](O)Cn2c3ccccc3c3ccccc32)cc1OC
frontier orbital gap	0.3123	Eh
HOMO	-7.82	eV

Each line ends with the natural charge from an NBO analysis.
Atoms and positions in Å:
C: -0.340 -4.184 2.469  -0.241
O: -1.352 -3.878 1.536  -0.497
C: -1.053 -3.438 0.281  0.242
C: -2.147 -2.938 -0.419  -0.234
C: -2.036 -2.464 -1.712  -0.241
C: -0.802 -2.456 -2.343  -0.024
C: -0.621 -1.863 -3.711  -0.426
C: -0.255 -0.376 -3.609  -0.203
N: -1.420 0.385 -3.204  -0.632
C: -1.210 1.794 -2.986  -0.228
C: -0.415 2.186 -1.722  0.077
O: -0.132 3.561 -1.836  -0.718
C: -1.219 1.883 -0.442  -0.238
N: -0.437 2.111 0.742  -0.389
C: 0.427 1.202 1.310  0.239
C: 0.698 -0.110 0.945  -0.287
C: 1.618 -0.809 1.703  -0.199
C: 2.256 -0.230 2.797  -0.250
C: 1.992 1.074 3.164  -0.167
C: 1.073 1.800 2.418  -0.123
C: 0.574 3.143 2.503  -0.026
C: 0.829 4.205 3.360  -0.195
C: 0.165 5.397 3.153  -0.242
C: -0.743 5.538 2.105  -0.197
C: -1.014 4.498 1.238  -0.267
C: -0.351 3.294 1.442  0.146
C: 0.295 -2.960 -1.654  -0.312
C: 0.196 -3.470 -0.367  0.298
O: 1.268 -4.013 0.303  -0.527
C: 2.505 -4.100 -0.356  -0.254
H: -0.869 -4.400 3.397  0.189
H: 0.330 -3.335 2.626  0.181
H: 0.241 -5.058 2.169  0.184
H: -3.099 -2.941 0.089  0.228
H: -2.913 -2.107 -2.230  0.217
H: -1.543 -1.950 -4.286  0.222
H: 0.176 -2.386 -4.243  0.213
H: 0.600 -0.269 -2.920  0.161
H: 0.055 -0.001 -4.590  0.193
H: -1.841 -0.046 -2.387  0.356
H: -0.678 2.203 -3.848  0.207
H: -2.188 2.281 -2.934  0.196
H: 0.528 1.614 -1.683  0.160
H: 0.296 3.864 -1.025  0.478
H: -1.547 0.840 -0.447  0.212
H: -2.102 2.527 -0.416  0.216
H: 0.210 -0.580 0.103  0.225
H: 1.849 -1.830 1.443  0.212
H: 2.968 -0.814 3.362  0.211
H: 2.486 1.525 4.011  0.212
H: 1.533 4.096 4.171  0.213
H: 0.348 6.236 3.808  0.213
H: -1.246 6.484 1.966  0.214
H: -1.715 4.629 0.428  0.223
H: 1.251 -2.959 -2.155  0.218
H: 2.438 -4.709 -1.263  0.180
H: 3.176 -4.585 0.352  0.202
H: 2.904 -3.111 -0.608  0.178

---

*B*
The following is a quantum chemistry calculation of C25H28N2O3 in the gas phase, from OMol25.

total charge	0
2S+1	1
SMILES string	COc1ccc([C@H](CNC(=O)c2ccc(-c3ccccc3)cc2)N(C)C)cc1OC
frontier orbital gap	0.3065	Eh
HOMO	-7.88	eV

Each line ends with the natural charge from an NBO analysis.
Atoms and positions in Å:
C: 1.925 1.155 -3.442  -0.237
O: 0.590 1.041 -3.879  -0.500
C: -0.360 0.469 -3.084  0.243
C: -1.669 0.726 -3.478  -0.227
C: -2.752 0.226 -2.784  -0.209
C: -2.548 -0.550 -1.657  -0.037
C: -3.707 -0.986 -0.790  -0.064
C: -3.954 0.164 0.214  -0.235
N: -2.761 0.450 0.971  -0.623
C: -1.966 1.493 0.597  0.658
O: -2.373 2.413 -0.084  -0.613
C: -0.559 1.430 1.085  -0.074
C: -0.165 0.767 2.243  -0.223
C: 1.172 0.708 2.589  -0.206
C: 2.146 1.294 1.782  -0.060
C: 3.571 1.191 2.126  0.031
C: 4.516 0.933 1.135  -0.233
C: 5.858 0.835 1.452  -0.193
C: 6.277 0.998 2.762  -0.217
C: 5.346 1.256 3.754  -0.207
C: 4.003 1.348 3.440  -0.215
C: 1.742 1.978 0.636  -0.202
C: 0.407 2.054 0.299  -0.177
N: -3.403 -2.256 -0.130  -0.456
C: -3.286 -3.312 -1.120  -0.417
C: -4.372 -2.638 0.880  -0.412
C: -1.244 -0.830 -1.265  -0.325
C: -0.144 -0.352 -1.962  0.298
O: 1.151 -0.649 -1.605  -0.528
C: 1.370 -1.508 -0.515  -0.251
H: 2.405 1.818 -4.162  0.186
H: 2.436 0.190 -3.439  0.184
H: 1.984 1.596 -2.444  0.174
H: -1.810 1.346 -4.348  0.226
H: -3.754 0.457 -3.113  0.212
H: -4.620 -1.077 -1.410  0.182
H: -4.784 -0.061 0.886  0.199
H: -4.193 1.070 -0.348  0.250
H: -2.320 -0.361 1.377  0.395
H: -0.901 0.311 2.891  0.215
H: 1.471 0.179 3.482  0.216
H: 4.191 0.791 0.114  0.214
H: 6.580 0.630 0.675  0.213
H: 7.326 0.925 3.009  0.214
H: 5.669 1.388 4.777  0.214
H: 3.282 1.568 4.215  0.213
H: 2.484 2.468 0.022  0.217
H: 0.080 2.586 -0.582  0.241
H: -4.247 -3.533 -1.609  0.167
H: -2.927 -4.218 -0.632  0.198
H: -2.572 -3.019 -1.886  0.218
H: -4.314 -1.970 1.737  0.195
H: -5.405 -2.643 0.499  0.168
H: -4.131 -3.644 1.223  0.205
H: -1.101 -1.456 -0.399  0.236
H: 0.992 -1.082 0.420  0.184
H: 2.451 -1.616 -0.444  0.198
H: 0.919 -2.492 -0.680  0.176

---

Stability, highest: *A*

---

*A*
The following is a quantum chemistry calculation of C4H8F2N2 in the gas phase, from OMol25.

total charge	0
2S+1	1
SMILES string	NC[C@@H](N)/C(F)=C\F
frontier orbital gap	0.3821	Eh
HOMO	-9.46	eV

Each line ends with the natural charge from an NBO analysis.
Atoms and positions in Å:
N: -0.638 1.730 -1.447  -0.828
C: -0.750 0.702 -0.378  -0.210
C: 0.508 -0.195 -0.332  -0.144
N: 1.612 0.668 0.102  -0.833
C: 0.401 -1.424 0.466  0.309
F: 1.490 -2.268 0.423  -0.333
C: -0.662 -1.840 1.172  0.148
F: -1.860 -1.241 1.297  -0.322
H: -0.081 2.547 -1.121  0.360
H: -1.587 2.122 -1.618  0.355
H: -1.651 0.178 -0.665  0.205
H: -0.879 1.106 0.604  0.170
H: 0.715 -0.534 -1.343  0.217
H: 2.433 0.095 0.066  0.366
H: 1.527 1.121 1.025  0.364
H: -0.577 -2.766 1.747  0.175

---

*B*
The following is a quantum chemistry calculation of a molecular structure, C4H8F2N2, from OMol25.

total charge	0
2S+1	1
frontier orbital gap	0.3374	Eh
HOMO	-8.40	eV

Each line ends with the natural charge from an NBO analysis.
Atoms and positions in Å:
C: -1.984 0.085 -0.118  0.276
C: 1.517 0.041 -0.338  -0.623
C: 0.270 -0.859 0.106  -0.217
C: -0.555 0.718 2.271  0.769
N: -2.924 0.795 0.417  -0.751
N: -0.846 -0.181 0.580  -0.493
F: -0.814 1.984 2.020  -0.294
F: -1.300 0.156 3.206  -0.299
H: -1.889 -0.207 -1.168  0.154
H: 2.184 0.298 0.361  0.193
H: 2.182 -0.498 -1.174  0.200
H: 1.278 0.988 -0.656  0.208
H: 0.055 -1.514 -0.837  0.203
H: 0.703 -1.485 0.794  0.189
H: 0.552 0.537 2.493  0.145
H: -3.760 0.805 -0.055  0.341

---

Stability, highest: *A*

---

*A*
The following is a quantum chemistry calculation of 2 unconnected molecules or ions with the total composition C6H16O, from OMol25.

total charge	0
2S+1	1
SMILES string	CCC(C)CC.O
frontier orbital gap	0.4335	Eh
HOMO	-10.88	eV

Each line ends with the natural charge from an NBO analysis.
Atoms and positions in Å:
C: 0.638 2.307 -0.352  -0.615
C: -0.134 0.995 -0.379  -0.384
C: 0.657 -0.130 0.322  -0.209
C: 0.863 0.129 1.816  -0.630
C: 0.033 -1.539 -0.032  -0.387
C: -0.697 -2.318 1.061  -0.623
H: 0.936 2.525 0.673  0.208
H: 1.571 2.202 -0.905  0.204
H: 0.093 3.146 -0.789  0.212
H: -0.221 0.627 -1.396  0.175
H: -1.107 1.028 0.114  0.203
H: 1.618 -0.232 -0.188  0.194
H: 1.877 0.438 2.086  0.216
H: 0.627 -0.739 2.424  0.215
H: 0.255 0.975 2.143  0.204
H: -0.699 -1.337 -0.823  0.181
H: 0.798 -2.127 -0.536  0.203
H: -1.051 -1.683 1.869  0.208
H: -1.537 -2.904 0.690  0.214
H: -0.022 -3.072 1.479  0.206
O: -1.791 0.648 -3.355  -0.926
H: -1.623 -0.165 -2.870  0.465
H: -1.084 1.223 -3.053  0.466

---

*B*
The following is a quantum chemistry calculation of 2 unconnected molecules or ions with the total composition C6H16O, from OMol25.

total charge	0
2S+1	1
SMILES string	CC(C)C.CCO
frontier orbital gap	0.4182	Eh
HOMO	-10.45	eV

Each line ends with the natural charge from an NBO analysis.
Atoms and positions in Å:
C: -1.001 -1.308 -1.526  -0.624
C: -1.090 -1.021 -0.047  -0.214
C: -1.783 0.371 0.121  -0.603
C: -2.036 -2.056 0.605  -0.610
H: -0.420 -0.526 -2.064  0.218
H: -1.997 -1.369 -1.969  0.205
H: -0.280 -2.114 -1.714  0.216
H: -0.144 -0.972 0.512  0.197
H: -2.706 0.233 -0.418  0.195
H: -2.007 0.545 1.163  0.200
H: -1.166 1.118 -0.334  0.208
H: -1.517 -2.959 0.909  0.210
H: -2.616 -1.645 1.434  0.202
H: -2.852 -2.263 -0.085  0.199
C: 2.442 2.369 0.786  -0.631
C: 2.243 0.831 0.538  -0.072
O: 2.084 0.706 -0.875  -0.729
H: 3.194 2.551 0.008  0.192
H: 2.984 2.660 1.698  0.206
H: 1.541 2.958 0.769  0.217
H: 3.026 0.193 0.942  0.173
H: 1.225 0.689 0.895  0.185
H: 2.875 1.008 -1.349  0.461

---

Stability, highest: *A*

---

*A*
The following is a quantum chemistry calculation of a molecular structure, C32H31F6KN10O2S, from OMol25.

total charge	-2
2S+1	1
frontier orbital gap	0.1775	Eh
HOMO	-1.07	eV

Each line ends with the Löwdin charge.
Atoms and positions in Å:
K: 1.500 1.557 1.090  0.737
C: 0.018 -3.181 -2.659  -0.166
N: 1.030 -2.503 -1.873  -0.039
C: 1.493 -1.245 -2.471  -0.134
C: 2.704 -0.719 -1.777  -0.302
N: 3.169 -1.085 -0.620  0.181
C: 4.370 -0.400 -0.461  -0.216
C: 5.295 -0.428 0.576  -0.004
C: 6.437 0.349 0.451  -0.102
C: 6.662 1.145 -0.680  -0.119
C: 5.740 1.199 -1.714  -0.037
C: 4.592 0.430 -1.577  -0.189
N: 3.512 0.196 -2.408  0.170
C: -1.423 -2.900 -2.367  -0.308
N: -1.913 -1.962 -1.635  0.199
C: -3.294 -2.141 -1.671  -0.213
C: -4.316 -1.411 -1.073  -0.004
C: -5.619 -1.844 -1.257  -0.107
C: -5.921 -2.973 -2.030  -0.121
C: -4.919 -3.701 -2.655  -0.046
C: -3.615 -3.260 -2.458  -0.206
N: -2.394 -3.737 -2.893  0.141
H: 0.153 -4.263 -2.548  0.112
H: 0.195 -2.952 -3.714  0.122
H: 0.704 -2.321 -0.929  0.105
H: 0.737 -0.453 -2.564  0.119
H: 1.806 -1.485 -3.491  0.120
H: 5.109 -1.028 1.459  0.098
H: 7.169 0.349 1.249  0.091
H: 7.569 1.734 -0.748  0.086
H: 5.907 1.817 -2.589  0.100
H: 3.224 0.738 -3.206  0.164
H: -4.082 -0.523 -0.502  0.116
H: -6.431 -1.288 -0.801  0.093
H: -6.957 -3.274 -2.154  0.089
H: -5.143 -4.577 -3.255  0.096
H: -2.244 -4.503 -3.518  0.146
N: 2.773 5.254 1.391  -0.003
C: 1.616 4.590 0.921  -1.032
S: 0.221 4.721 1.934  0.369
N: 1.829 3.900 -0.155  -0.134
N: 0.862 3.159 -0.813  -0.112
C: -0.183 3.784 -1.208  -0.156
C: -1.250 3.347 -2.124  -0.142
C: -2.462 4.035 -1.996  -0.098
C: -3.569 3.789 -2.796  -0.170
C: -3.452 2.815 -3.794  -0.165
C: -2.263 2.148 -3.989  -0.069
C: -1.081 2.389 -3.202  -0.440
O: 0.022 1.845 -3.512  -0.125
H: 2.534 6.075 1.918  0.027
H: 3.437 5.426 0.648  0.057
H: -0.282 4.821 -0.889  0.087
H: -2.529 4.792 -1.217  0.099
H: -4.501 4.320 -2.639  0.064
H: -4.307 2.589 -4.426  0.075
H: -2.179 1.397 -4.772  0.082
C: 1.365 -1.809 2.372  -0.002
C: 2.132 -0.798 3.263  -0.545
O: 2.588 0.280 2.641  -0.317
C: 1.164 -0.394 4.440  -0.509
F: 0.301 0.540 4.006  0.129
F: 1.813 0.130 5.511  0.126
F: 0.396 -1.426 4.927  0.085
C: 3.290 -1.618 3.954  -0.512
F: 4.190 -0.835 4.577  0.129
F: 3.984 -2.340 3.026  0.097
F: 2.860 -2.533 4.883  0.094
H: 0.403 -1.366 2.112  0.050
H: 1.202 -2.770 2.869  0.084
H: 1.956 -1.949 1.466  0.064
C: -3.487 -1.932 4.174  -0.036
N: -2.922 -0.864 3.379  -0.141
C: -2.971 0.485 3.659  -0.084
C: -2.194 1.089 2.713  -0.142
N: -1.669 0.144 1.863  0.075
C: -2.120 -1.006 2.290  -0.204
H: -4.294 -1.536 4.785  0.081
H: -2.733 -2.372 4.828  0.085
H: -3.886 -2.710 3.526  0.084
H: -3.534 0.869 4.495  0.105
H: -1.966 2.141 2.592  0.094
H: -1.922 -1.972 1.840  0.127

---

*B*
The following is a quantum chemistry calculation of a molecular structure, C32H31F6KN10O2S, from OMol25.

total charge	-2
2S+1	1
frontier orbital gap	0.2250	Eh
HOMO	-2.00	eV

Each line ends with the Löwdin charge.
Atoms and positions in Å:
K: -1.345 -0.457 -0.549  0.798
C: 2.829 -0.534 -1.398  -0.139
N: 1.791 0.481 -1.238  -0.029
C: 1.718 1.171 0.044  -0.131
C: 1.252 2.575 -0.181  -0.298
N: 0.406 3.246 0.555  0.183
C: 0.300 4.483 -0.062  -0.237
C: -0.481 5.587 0.271  -0.029
C: -0.428 6.696 -0.556  -0.118
C: 0.383 6.716 -1.699  -0.121
C: 1.168 5.630 -2.045  -0.037
C: 1.118 4.524 -1.208  -0.218
N: 1.733 3.296 -1.238  0.158
C: 3.110 -1.425 -0.225  -0.318
N: 3.960 -1.129 0.733  0.152
C: 3.961 -2.238 1.554  -0.242
C: 4.683 -2.503 2.717  -0.043
C: 4.511 -3.732 3.325  -0.128
C: 3.634 -4.692 2.796  -0.120
C: 2.906 -4.449 1.648  -0.024
C: 3.082 -3.211 1.036  -0.191
N: 2.560 -2.661 -0.103  0.164
H: 3.775 -0.045 -1.643  0.111
H: 2.536 -1.159 -2.243  0.093
H: 0.890 0.145 -1.562  0.064
H: 2.724 1.170 0.471  0.122
H: 1.050 0.733 0.794  0.097
H: -1.117 5.555 1.147  0.105
H: -1.035 7.563 -0.326  0.088
H: 0.384 7.596 -2.330  0.087
H: 1.782 5.642 -2.937  0.103
H: 2.191 2.840 -2.011  0.147
H: 5.354 -1.755 3.123  0.096
H: 5.053 -3.959 4.236  0.082
H: 3.509 -5.637 3.312  0.087
H: 2.210 -5.173 1.244  0.111
H: 1.829 -3.035 -0.733  -0.007
N: -1.626 -3.443 -3.576  0.025
C: -0.823 -3.406 -2.432  -0.962
S: 0.867 -3.660 -2.631  0.482
N: -1.453 -3.210 -1.313  -0.081
N: -0.629 -2.938 -0.219  -0.116
C: -0.929 -3.522 0.872  -0.136
C: -0.406 -3.110 2.177  -0.166
C: -0.277 -4.090 3.160  -0.097
C: 0.171 -3.817 4.441  -0.150
C: 0.484 -2.494 4.752  -0.133
C: 0.323 -1.488 3.824  -0.040
C: -0.146 -1.726 2.497  -0.424
O: -0.396 -0.754 1.700  -0.252
H: -1.066 -3.298 -4.403  0.038
H: -2.381 -2.771 -3.515  0.070
H: -1.649 -4.349 0.841  0.116
H: -0.525 -5.114 2.890  0.099
H: 0.290 -4.609 5.170  0.074
H: 0.853 -2.244 5.743  0.084
H: 0.547 -0.457 4.077  0.100
C: -0.602 2.550 -3.494  0.005
C: -1.566 1.359 -3.659  -0.542
O: -1.412 0.429 -2.717  -0.309
C: -3.013 1.920 -3.605  -0.547
F: -3.315 2.785 -4.615  0.108
F: -3.952 0.962 -3.646  0.139
F: -3.204 2.603 -2.464  0.135
C: -1.313 0.745 -5.063  -0.547
F: -0.110 0.153 -5.103  0.138
F: -1.310 1.657 -6.079  0.101
F: -2.218 -0.187 -5.411  0.134
H: -0.724 2.916 -2.476  0.080
H: -0.764 3.372 -4.195  0.087
H: 0.410 2.161 -3.605  0.083
C: -3.325 -0.603 3.228  -0.004
N: -3.563 0.573 2.414  -0.128
C: -2.602 1.415 1.907  -0.092
C: -3.298 2.371 1.213  -0.160
N: -4.649 2.144 1.291  0.039
C: -4.765 1.064 2.023  -0.215
H: -3.021 -0.323 4.237  0.093
H: -2.537 -1.206 2.783  0.073
H: -4.244 -1.187 3.280  0.086
H: -1.550 1.209 2.033  0.097
H: -2.884 3.193 0.650  0.085
H: -5.686 0.572 2.299  0.111

---

Stability, highest: *B*